No. 1
{
  "formula": "C24H19N3O11S2Sr",
  "method": "ωB97M-V/def2-TZVPD",
  "symbols": ["Sr", "O", "C", "O", "C", "C", "C", "C", "C", "O", "C", "C", "O", "O", "H", "H", "H", "H", "H", "H", "H", "H", "O", "S", "O", "O", "C", "C", "C", "C", "C", "C", "S", "O", "O", "O", "H", "H", "H", "H", "N", "C", "C", "C", "C", "C", "C", "C", "N", "C", "C", "N", "C", "H", "H", "H", "H", "H", "H", "H"],
  "positions_angstrom": [[-0.167681, 2.409233, 0.113049], [-1.240291, 5.499383, -2.935496], [-1.183562, 4.362232, -2.461208], [-0.179211, 3.807365, -1.911432], [-2.451237, 3.482444, -2.602825], [-2.121284, 1.991950, -2.741463], [-3.308513, 1.222464, -3.332430], [-4.284457, 1.195948, -2.129382], [-3.473333, 1.953329, -1.069809], [-2.127527, 1.529446, -1.372589], [-3.452042, 3.458136, -1.391475], [-3.115432, 4.271972, -0.117776], [-3.899871, 5.173721, 0.193770], [-2.091523, 3.887510, 0.528311], [-2.973839, 3.847621, -3.487781], [-1.151326, 1.782245, -3.183951], [-3.009197, 0.211980, -3.610380], [-3.719422, 1.727208, -4.207952], [-4.482316, 0.170632, -1.815469], [-5.237104, 1.686604, -2.331530], [-3.698285, 1.715620, -0.032196], [-4.436273, 3.792796, -1.717918], [-0.616200, 0.490381, 1.924687], [0.284164, 1.056186, 2.932372], [-0.164659, 0.873442, 4.293223], [0.645881, 2.427208, 2.586777], [1.831124, 0.099298, 2.832798], [2.178608, -0.527504, 4.024406], [3.360662, -1.243788, 4.160642], [4.231597, -1.332194, 3.093163], [3.891990, -0.726463, 1.891516], [2.703062, -0.025497, 1.731744], [2.459386, 0.633643, 0.059980], [1.133628, 0.164865, -0.355661], [2.488241, 2.086045, 0.190795], [3.543038, 0.077761, -0.723396], [1.498175, -0.423984, 4.856870], [3.597442, -1.716208, 5.106909], [5.163843, -1.877827, 3.176711], [4.547718, -0.797653, 1.035365], [5.681656, -4.602095, 1.411922], [4.646167, -4.232617, 1.071673], [3.348367, -3.785611, 0.650471], [3.173970, -3.246391, -0.621450], [1.927761, -2.801634, -1.017648], [0.850091, -2.905305, -0.147747], [1.028409, -3.412268, 1.136728], [2.274329, -3.848291, 1.537046], [-0.430158, -2.494893, -0.554876], [-1.379812, -1.878321, 0.231791], [-2.437419, -1.651877, -0.589676], [-2.178180, -2.117062, -1.863413], [-0.961565, -2.583698, -1.810285], [4.021861, -3.127384, -1.280743], [1.805553, -2.299190, -1.966017], [0.186600, -3.457094, 1.814052], [2.424781, -4.226295, 2.538905], [-1.172327, -1.547284, 1.234004], [-3.359267, -1.146638, -0.356798], [-0.424793, -3.053603, -2.618902]],
  "atomic_forces_ev_per_a": [[-0.342, 0.588, -0.255], [0.000, 0.004, 0.006], [-0.020, -0.002, 0.010], [0.050, -0.156, 0.104], [-0.016, 0.026, 0.000], [0.030, -0.013, 0.022], [0.003, 0.007, -0.001], [0.006, 0.000, 0.008], [0.018, -0.008, -0.030], [-0.028, -0.038, -0.013], [-0.027, -0.025, 0.038], [0.061, 0.079, -0.070], [0.000, -0.022, 0.011], [0.083, -0.173, -0.017], [0.002, -0.003, -0.003], [0.002, 0.001, 0.002], [-0.002, -0.006, 0.004], [0.001, -0.006, -0.001], [-0.011, -0.001, -0.007], [0.003, 0.005, 0.000], [0.000, -0.009, -0.004], [-0.002, -0.002, 0.006], [0.001, -0.014, 0.026], [0.056, -0.133, 0.166], [0.003, -0.014, -0.011], [0.125, -0.025, -0.029], [0.032, -0.002, 0.003], [0.030, -0.011, 0.011], [-0.022, 0.003, 0.019], [-0.002, 0.017, -0.030], [0.018, -0.044, 0.012], [-0.033, -0.002, -0.011], [0.155, -0.059, 0.038], [-0.023, 0.007, -0.051], [-0.113, -0.013, 0.023], [-0.015, -0.036, 0.019], [0.001, -0.005, 0.007], [-0.008, 0.004, 0.003], [0.000, -0.003, -0.004], [0.007, -0.008, 0.009], [-0.001, -0.005, -0.001], [0.010, -0.006, 0.008], [0.014, 0.008, 0.008], [-0.040, 0.012, 0.000], [0.034, 0.031, 0.014], [-0.017, 0.001, 0.005], [-0.012, 0.001, 0.002], [0.014, 0.020, 0.000], [0.058, 0.221, 0.009], [-0.098, 0.005, -0.017], [-0.044, -0.074, -0.089], [0.074, 0.076, -0.016], [-0.086, -0.186, 0.027], [0.020, -0.005, 0.003], [-0.010, -0.002, -0.005], [0.002, -0.004, -0.001], [0.005, -0.003, 0.003], [0.019, -0.001, 0.000], [0.027, -0.011, 0.049], [0.003, 0.013, -0.009]],
  "e_above_lowest_kcal_mol": 0.0,
  "total_energy_ha": -2745.32270,
  "charge": -2,
  "homo_lumo_gap_ev": 7.186,
  "spin_multiplicity": 1,
  "e_lumo_ev": 4.08
}

---

No. 2
{
  "formula": "C24H19N3O5PtS",
  "method": "ωB97M-V/def2-TZVPD",
  "symbols": ["Pt", "C", "C", "C", "C", "C", "C", "C", "C", "C", "C", "C", "C", "C", "C", "C", "N", "H", "H", "H", "H", "H", "H", "H", "H", "H", "H", "O", "S", "O", "N", "C", "O", "C", "C", "C", "C", "C", "C", "H", "H", "H", "H", "N", "C", "C", "O", "O", "H", "H", "H", "H", "H"],
  "positions_angstrom": [[1.108653, 1.362476, -0.274044], [1.703261, 4.394076, 2.674122], [1.348474, 3.728360, 3.852305], [0.999935, 2.399969, 3.819041], [0.988390, 1.699168, 2.584880], [1.334148, 2.388651, 1.382630], [1.700255, 3.724879, 1.450997], [0.682992, 0.349297, 2.443282], [0.390518, -0.602745, 3.494803], [0.253171, -1.906170, 3.238538], [0.410870, -2.382570, 1.862021], [0.289061, -3.709024, 1.488131], [0.400433, -4.171763, 0.183164], [0.627181, -3.264227, -0.961553], [0.801081, -1.779683, -0.568707], [0.692367, -1.384352, 0.842193], [0.771039, -0.117442, 1.091620], [1.995404, 5.436034, 2.714808], [1.358611, 4.258233, 4.796266], [0.739932, 1.890064, 4.738102], [2.010312, 4.238681, 0.550740], [0.294094, -0.228863, 4.504786], [0.032602, -2.619170, 4.022089], [0.089339, -4.427535, 2.276469], [0.308086, -5.232050, -0.014377], [1.408467, -3.641251, -1.621693], [1.686627, -1.309783, -0.996223], [0.803774, -3.539073, -3.939622], [-0.345216, -2.735672, -3.607706], [-1.583374, -2.984205, -4.291182], [0.050567, -1.158734, -3.676400], [-0.058720, -0.575701, -2.516709], [0.263835, 0.630401, -2.251755], [-0.509158, -1.417065, -1.348271], [-1.681819, -0.830082, -0.617309], [-2.798843, -1.531367, -0.457019], [-2.933622, -2.929238, -0.915093], [-1.941204, -3.570330, -1.516536], [-0.651468, -2.872102, -1.799133], [-1.591234, 0.177886, -0.234964], [-3.645683, -1.079444, 0.046265], [-3.871865, -3.438471, -0.734141], [-2.047017, -4.601648, -1.829050], [-1.102234, 3.078618, -1.316572], [-0.367425, 3.445716, -2.568409], [1.131194, 3.628138, -2.320537], [1.704172, 4.416124, -3.038466], [1.719339, 2.911088, -1.406508], [-1.993646, 2.625652, -1.501964], [-1.243840, 3.878074, -0.702003], [-0.462367, 2.390311, -0.793056], [-0.775409, 4.365685, -2.972046], [-0.494042, 2.622180, -3.266211]],
  "atomic_forces_ev_per_a": [[-0.096, -0.189, 0.181], [0.026, -0.006, -0.055], [-0.011, -0.013, -0.017], [0.003, -0.031, -0.033], [0.042, 0.308, 0.142], [0.241, 0.060, -0.044], [0.022, 0.010, 0.131], [-0.056, -0.471, -0.144], [0.037, 0.336, -0.103], [0.027, -0.198, -0.288], [0.033, 0.175, 0.066], [-0.009, -0.079, -0.079], [-0.049, -0.024, 0.061], [-0.065, 0.072, -0.033], [-0.123, -0.154, -0.059], [-0.032, -0.104, 0.364], [0.016, 0.132, 0.286], [-0.002, -0.016, -0.009], [0.000, 0.000, -0.017], [0.003, -0.001, -0.019], [-0.017, 0.008, 0.001], [-0.006, 0.014, -0.015], [0.008, -0.005, -0.023], [0.010, -0.021, -0.039], [-0.023, 0.020, 0.018], [0.054, -0.020, 0.020], [0.013, 0.009, -0.081], [-0.145, 0.090, -0.004], [0.099, -0.362, -0.032], [0.046, 0.012, 0.004], [-0.037, 0.312, 0.281], [0.142, 0.296, -0.335], [0.202, -0.188, -0.038], [-0.148, -0.109, 0.173], [0.264, -0.107, -0.125], [-0.173, -0.315, -0.020], [-0.172, 0.277, 0.210], [0.294, 0.047, -0.093], [-0.108, -0.057, 0.029], [0.015, 0.035, -0.014], [0.006, -0.032, -0.007], [0.002, 0.040, 0.020], [0.024, 0.023, -0.059], [0.087, 0.031, -0.091], [-0.171, -0.001, 0.077], [0.570, -0.392, 0.090], [-0.111, 0.099, 0.042], [-0.312, 0.395, -0.292], [0.006, -0.007, -0.035], [-0.007, 0.017, -0.042], [-0.427, 0.050, 0.063], [-0.005, 0.025, -0.015], [0.014, 0.009, -0.003]],
  "e_above_lowest_kcal_mol": 33.2,
  "total_energy_ha": -1983.83517,
  "charge": 0,
  "homo_lumo_gap_ev": [5.884, 5.991],
  "spin_multiplicity": 3,
  "e_lumo_ev": [-0.38, -2.96]
}

---

No. 3
{
  "formula": "C24H19O4PPm",
  "method": "ωB97M-V/def2-TZVPD",
  "symbols": ["Pm", "C", "O", "C", "O", "C", "O", "C", "O", "C", "H", "H", "C", "H", "H", "C", "C", "C", "C", "C", "C", "P", "C", "C", "C", "C", "C", "C", "C", "C", "C", "C", "C", "C", "H", "H", "H", "H", "H", "H", "H", "H", "H", "H", "H", "H", "H", "H", "H"],
  "positions_angstrom": [[-0.957664, 1.722034, -0.730000], [-3.188839, 0.706900, -0.300049], [-4.284015, 0.638283, 0.035255], [-2.565070, 2.172400, -2.952043], [-3.405767, 2.426634, -3.716915], [-1.497653, -0.331541, -2.620973], [-1.472547, -1.090753, -3.500967], [-2.858764, 3.561760, -0.694640], [-3.510795, 4.483994, -0.990884], [2.052864, 2.782549, -4.259588], [2.395310, 3.586206, -3.573300], [2.515831, 1.783425, -4.294651], [1.004141, 2.989272, -5.049871], [0.644951, 2.161669, -5.694797], [0.462842, 3.949845, -5.019903], [-2.657117, -3.683572, 2.052101], [-2.834029, -3.322043, 0.715651], [-2.006090, -2.368038, 0.119465], [-0.960683, -1.811779, 0.878684], [-0.828268, -2.095109, 2.243347], [-1.624786, -3.099856, 2.798242], [0.210610, -0.648896, 0.090710], [0.223403, 0.921652, 1.192219], [1.187166, 1.960425, 0.881664], [1.115653, 3.183370, 1.577111], [0.114263, 3.421433, 2.522367], [-0.904190, 2.482778, 2.698226], [-0.892549, 1.254856, 2.006254], [1.769250, -1.481331, 0.319254], [2.692824, -1.167888, 1.321863], [3.841406, -1.968873, 1.478581], [4.134486, -3.009577, 0.583890], [3.218073, -3.285220, -0.456682], [2.081568, -2.491712, -0.625862], [-3.279880, -4.440561, 2.535804], [-3.646792, -3.786276, 0.160653], [-2.174026, -2.027051, -0.912556], [-0.102375, -1.496009, 2.811894], [-1.420669, -3.374198, 3.828336], [1.984500, 1.791443, 0.136650], [1.883183, 3.956032, 1.442646], [0.102758, 4.340400, 3.117300], [-1.703217, 2.684237, 3.405461], [-1.730419, 0.545427, 2.127625], [2.547518, -0.323057, 1.993764], [4.556650, -1.820489, 2.289658], [5.011979, -3.678777, 0.668738], [3.377461, -4.102354, -1.178196], [1.377511, -2.602065, -1.461537]],
  "atomic_forces_ev_per_a": [[0.782, 0.310, -2.465], [-5.102, -0.560, 1.763], [3.859, -0.045, -1.296], [-4.370, 1.710, -4.186], [4.228, -1.402, 3.685], [0.455, -3.324, -4.190], [-0.178, 3.424, 4.129], [-3.823, 5.824, -1.266], [3.361, -4.943, 1.691], [-0.117, -0.194, 0.720], [0.120, -0.780, -0.623], [0.227, 0.784, 0.218], [-0.914, -0.197, 0.094], [0.191, 0.882, 0.227], [0.314, -0.563, -0.383], [0.676, -0.084, 0.074], [-0.390, 0.019, 0.033], [0.096, 0.049, 0.181], [-0.762, 1.134, -0.258], [0.137, -0.216, -0.326], [0.270, 0.716, 0.100], [-0.339, -0.168, 1.687], [0.884, -0.220, 0.343], [-0.671, -0.692, 0.670], [0.467, 0.069, -0.152], [-0.331, -0.055, 0.033], [-0.151, -0.143, -0.160], [0.439, -0.193, -0.115], [1.620, 0.152, -0.785], [0.503, -0.468, 0.328], [0.291, -0.237, -0.351], [-1.010, -0.465, -0.443], [-0.093, 0.212, -0.343], [-0.439, 0.344, 0.440], [0.124, 0.262, -0.353], [0.198, 0.165, -0.018], [0.116, -0.555, 0.420], [-0.188, -0.790, 0.020], [-0.342, -0.061, -0.067], [-0.223, -0.066, 0.514], [-0.270, -0.389, -0.171], [0.078, -0.298, -0.309], [0.009, 0.011, -0.097], [0.661, 0.205, 0.204], [-0.073, -0.300, 0.004], [-0.387, 0.340, -0.166], [-0.536, 0.758, 0.198], [0.124, 0.502, 0.494], [0.478, -0.464, 0.252]],
  "total_energy_ha": -2175.47661,
  "charge": 3,
  "homo_lumo_gap_ev": [5.106, 5.341],
  "spin_multiplicity": 5,
  "e_lumo_ev": [-12.14, -11.91]
}

---

- What is the charge in the first record?
  -2